Entry from OMol25: a single C12H20F4NO7PS molecule (wB97M-V/def2-TZVPD).

Last columns: bonded neighbours and bond lengths (Å).
Atoms and positions in Å:
1 C 1.24 -2.74 0.70  P2 1.825, H27 1.094, H28 1.095, H29 1.092
2 P -0.08 -3.25 1.84  C1 1.825, O3 1.654, C4 1.879
3 O -0.82 -4.43 0.95  P2 1.654, H30 0.967
4 C -1.32 -1.87 1.52  P2 1.879, O5 1.192, O6 1.361
5 O -2.43 -1.94 1.94  C4 1.192
6 O -0.85 -0.81 0.81  C4 1.361, C7 1.447
7 C -1.43 0.51 0.82  O6 1.447, C8 1.554, C16 1.550, C21 1.551
8 C -0.49 1.40 -0.04  C7 1.554, C9 1.526, H31 1.091, H32 1.095
9 C 0.85 0.78 -0.41  C8 1.526, C10 1.527, H33 1.096, H34 1.095
10 C 1.74 1.82 -1.10  C9 1.527, C11 1.538, H35 1.095, H36 1.094
11 C 3.03 1.20 -1.68  C10 1.538, S12 1.784, H37 1.091, H38 1.095
12 S 4.37 1.30 -0.51  C11 1.784, O13 1.429, O14 1.424, O15 1.597
13 O 4.31 0.15 0.33  S12 1.429
14 O 4.43 2.61 0.05  S12 1.424
15 O 5.66 1.19 -1.44  S12 1.597, H39 0.970
16 C -2.88 0.56 0.27  C7 1.550, C17 1.529, H40 1.094, H41 1.090
17 C -3.21 -0.49 -0.80  C16 1.529, C18 1.519, H42 1.098, H43 1.087
18 C -2.68 -0.17 -2.18  C17 1.519, N19 1.379, O20 1.209
19 N -2.52 -1.26 -3.01  C18 1.379, H44 1.013, H45 1.012
20 O -2.39 0.95 -2.55  C18 1.209
21 C -1.44 1.07 2.27  C7 1.551, F22 1.363, F23 1.348, C24 1.539
22 F -1.91 2.35 2.20  C21 1.363
23 F -2.27 0.39 3.08  C21 1.348
24 C -0.07 1.16 2.98  C21 1.539, F25 1.343, F26 1.357, H46 1.093
25 F -0.26 1.59 4.23  C24 1.343
26 F 0.50 -0.07 3.04  C24 1.357
27 H 2.03 -3.50 0.70  C1 1.094
28 H 0.88 -2.59 -0.33  C1 1.095
29 H 1.68 -1.79 1.04  C1 1.092
30 H -0.54 -4.44 0.03  O3 0.967
31 H -1.02 1.67 -0.95  C8 1.091
32 H -0.31 2.34 0.50  C8 1.095
33 H 1.37 0.42 0.48  C9 1.096
34 H 0.70 -0.07 -1.08  C9 1.095
35 H 2.03 2.58 -0.37  C10 1.095
36 H 1.20 2.33 -1.91  C10 1.094
37 H 3.34 1.68 -2.61  C11 1.091
38 H 2.89 0.12 -1.86  C11 1.095
39 H 5.51 0.58 -2.18  O15 0.970
40 H -3.01 1.54 -0.20  C16 1.094
41 H -3.60 0.49 1.08  C16 1.090
42 H -4.30 -0.56 -0.90  C17 1.098
43 H -2.88 -1.49 -0.51  C17 1.087
44 H -2.63 -1.05 -3.99  N19 1.013
45 H -3.05 -2.08 -2.74  N19 1.012
46 H 0.62 1.84 2.48  C24 1.093

Results
LUMO	0.08	eV
SMILES	CP(O)C(=O)O[C@@](CCCCS(=O)(=O)O)(CCC(N)=O)C(F)(F)C(F)F